## i
Density functional theory data (ωB97M-V/def2-TZVPD) for one molecule with the formula C2H6O2.

Output
SMILES	OCCO
net charge	0
Kohn-Sham gap	11.1	eV
multiplicity	1
LUMO level	0.828	eV

Atoms and positions in Å:
O -0.91 1.16 0.12
C -0.73 -0.24 -0.08
C 0.70 -0.56 0.31
O 1.60 0.30 -0.34
H -1.33 1.53 -0.66
H -1.44 -0.80 0.53
H -0.89 -0.50 -1.13
H 0.81 -0.49 1.41
H 0.96 -1.59 0.02
H 1.23 1.19 -0.18

=====

## ii
Density functional theory data (ωB97M-V/def2-TZVPD) for a 2-piece molecular cluster, C2H6O2 overall.

Output
SMILES	C=C.OO
net charge	0
Kohn-Sham gap	10.2	eV
multiplicity	1
LUMO level	0.828	eV

Atoms and positions in Å:
C -1.11 -0.47 0.48
C -1.40 0.30 -0.57
H -1.65 -0.13 -1.53
H -1.35 1.38 -0.51
H -1.34 -1.53 0.50
H -0.74 -0.01 1.43
O 1.57 -0.11 0.58
O 2.25 0.62 -0.43
H 3.18 0.44 -0.21
H 0.57 -0.48 0.27

=====

## iii
Density functional theory data (ωB97M-V/def2-TZVPD) for a 2-piece molecular cluster, C2H6O2 overall.

Output
SMILES	C=O.CO
net charge	0
Kohn-Sham gap	10.9	eV
multiplicity	1
LUMO level	0.610	eV

Atoms and positions in Å:
C 0.14 -2.28 -0.47
O 1.01 -1.36 0.23
H 0.76 -2.78 -1.20
H -0.33 -2.87 0.31
H -0.67 -1.71 -0.94
H 0.83 -0.42 0.21
O -0.33 2.44 -0.66
C -0.44 2.84 0.47
H -1.08 2.39 1.25
H 0.12 3.74 0.79

=====

## iv
Density functional theory data (ωB97M-V/def2-TZVPD) for a 2-piece molecular cluster, C2H6O2 overall.

Output
SMILES	O=CO.C
net charge	0
Kohn-Sham gap	11.6	eV
multiplicity	1
LUMO level	0.849	eV

Atoms and positions in Å:
C 2.58 -4.64 0.50
H 2.61 -5.06 -0.45
H 1.46 -4.70 0.78
H 3.14 -5.09 1.23
H 2.99 -3.63 0.40
O -2.33 4.78 -1.76
C -2.45 5.01 -0.54
O -2.64 3.99 0.25
H -2.23 6.01 -0.12
H -3.12 3.34 -0.28

=====

i is preferred energetically. Next in line: 3.3 kcal/mol higher.

=====

## i
Density functional theory data (ωB97M-V/def2-TZVPD) for a 2-piece molecular cluster, C2H6O2 overall.

Output
SMILES	C=CO.O
net charge	0
Kohn-Sham gap	10.0	eV
multiplicity	1
LUMO level	0.876	eV

Atoms and positions in Å:
C -0.10 -0.65 3.13
C -0.19 0.63 2.66
O -1.31 1.30 2.53
H 0.76 -1.20 3.04
H -0.92 -1.03 3.82
H 0.58 0.74 1.85
H -2.13 0.73 2.52
H 1.12 -1.65 -6.16
H 1.26 -1.04 -7.53
O 1.45 -0.85 -6.56

=====

## ii
Density functional theory data (ωB97M-V/def2-TZVPD) for a 2-piece molecular cluster, C2H6O2 overall.

Output
SMILES	C=CO.O
net charge	0
Kohn-Sham gap	9.7	eV
multiplicity	1
LUMO level	0.643	eV

Atoms and positions in Å:
C 0.01 -0.47 1.13
C 0.64 0.73 1.14
O 1.08 1.31 -0.06
H -0.43 -0.86 2.11
H -0.36 -0.95 0.29
H 0.96 1.26 2.05
H 0.37 1.02 -0.69
H -1.53 -0.79 -1.88
H -0.05 -0.94 -2.10
O -0.68 -0.31 -2.01

=====

ii is preferred energetically. Next in line: 13.7 kcal/mol higher.

=====

## i
Density functional theory data (ωB97M-V/def2-TZVPD) for one molecule with the formula C4H5N.

Output
SMILES	[H]/N=C/C=C=C
net charge	0
Kohn-Sham gap	10.3	eV
multiplicity	1
LUMO level	0.788	eV

Atoms and positions in Å:
N 1.06 1.50 -0.32
C 1.44 0.32 -0.04
C 0.48 -0.80 0.09
C -0.82 -0.59 0.08
C -2.10 -0.35 0.08
H 1.86 2.13 -0.36
H 2.49 0.05 0.12
H 0.87 -1.81 0.19
H -2.63 -0.17 1.01
H -2.65 -0.29 -0.85

=====

## ii
Density functional theory data (ωB97M-V/def2-TZVPD) for one molecule with the formula C4H5N.

Output
SMILES	c1cc[nH]c1
net charge	0
Kohn-Sham gap	9.1	eV
multiplicity	1
LUMO level	0.848	eV

Atoms and positions in Å:
N 0.41 -0.95 -0.08
C -0.59 -0.48 -0.86
C -1.11 0.72 -0.38
C -0.26 1.00 0.78
C 0.64 -0.02 0.92
H 0.83 -1.86 -0.14
H -0.95 -1.01 -1.73
H -1.94 -0.07 -0.22
H -0.28 1.88 1.41
H 1.42 -0.19 1.65

=====

i is preferred energetically. Next in line: 12.6 kcal/mol higher.

=====

## i
Density functional theory data (ωB97M-V/def2-TZVPD) for a 2-piece molecular cluster, C4H13N2OS overall.

Output
net charge	-1
Kohn-Sham gap	6.3	eV
multiplicity	1
LUMO level	3.671	eV

Atoms and positions in Å:
C 0.25 0.12 1.56
C -0.71 -0.35 0.49
C -0.73 0.52 -0.84
S -1.92 2.03 -0.74
N -0.35 -1.79 0.16
C 0.98 -2.14 0.28
N 1.13 -2.90 1.54
H 0.36 -0.31 2.49
H -0.04 1.20 1.90
H 1.21 -0.04 1.23
H -1.80 -0.31 0.87
H 0.26 1.02 -1.13
H -1.05 -0.11 -1.71
H -0.93 -2.28 -0.51
H 1.39 -2.73 -0.44
H 1.71 -1.27 0.26
H 0.64 -3.75 1.59
H 0.80 -2.38 2.22
H -0.51 4.70 -2.52
H -0.66 5.48 -3.69
O -0.04 5.32 -3.03

=====

## ii
Density functional theory data (ωB97M-V/def2-TZVPD) for a 2-piece molecular cluster, C4H13N2OS overall.

Output
net charge	-1
Kohn-Sham gap	7.1	eV
multiplicity	1
LUMO level	3.985	eV

Atoms and positions in Å:
C 0.88 2.47 1.53
C 0.79 1.12 0.85
S 0.36 1.29 -0.92
N 1.21 2.27 2.94
H 1.70 3.06 1.04
H -0.04 3.05 1.41
H 1.75 0.63 1.00
H 0.00 0.54 1.36
H -1.29 -0.01 -0.80
H 1.12 3.12 3.47
H 0.61 1.56 3.38
C 0.19 -2.52 -1.03
N -0.38 -1.81 -2.16
C -1.77 -1.44 -1.91
O -2.00 -0.73 -0.72
H 0.17 -2.02 -0.06
H 1.25 -2.74 -1.36
H -0.31 -3.51 -1.03
H 0.20 -0.97 -2.34
H -2.35 -2.41 -1.83
H -2.10 -0.95 -2.81

=====

ii is preferred energetically. Next in line: 42.1 kcal/mol higher.